Record 1
12
Properties=species:S:1:pos:R:3:forces:R:3:mulliken_charge:R:1 method="wB97M-V/def2-TZVPD" e_tot_ha=-244.5139 e_above_lowest_kcal_mol=101.3 homo_lumo_gap_ev=9.44 e_homo_ev=-8.79 charge=0 lumo_energy_ev=0.7
C -1.5229 -0.4075 0.4789 -4.9731 0.3849 -0.9560 -0.999
C 0.6486 0.2272 0.7347 9.7023 2.6871 4.2000 0.219
H -1.8223 -1.4789 0.6514 2.3050 -0.4847 -1.1957 0.357
H -1.8394 -0.2120 1.5110 0.1750 1.7449 -0.3646 0.352
H -2.3452 -0.2027 -0.3876 1.2484 0.2180 2.5742 0.283
H -0.6018 0.4473 -1.9893 1.1972 -2.8226 1.7964 0.249
H -0.6206 -1.1722 -1.1590 0.4922 0.3634 -1.8638 0.326
H 0.6305 0.2341 1.9083 -1.0369 -0.0295 -2.4355 0.235
H 1.9750 0.3374 -0.6407 -0.1071 0.0129 -2.9579 0.290
N -0.3313 0.2300 -0.0659 -6.9053 -1.4132 2.8786 0.098
N -0.1252 -0.2733 -1.2605 -0.6806 0.4608 -6.2477 -0.710
N 1.8665 0.4903 0.3013 -1.4170 -1.1220 4.5721 -0.701


Record 2
12
Properties=species:S:1:pos:R:3:forces:R:3:mulliken_charge:R:1 method="wB97M-V/def2-TZVPD" e_tot_ha=-244.5162 e_above_lowest_kcal_mol=99.9 homo_lumo_gap_ev=8.82 smiles="C=NN(C)N" e_homo_ev=-7.89 charge=0 lumo_energy_ev=0.9
C -1.2754 -1.0020 1.1529 1.9688 2.4876 -7.4811 -0.486
C 0.6629 0.9062 0.4952 -0.0059 -1.8978 -0.6866 -0.696
N -0.9634 -0.7126 -0.2846 0.1169 -1.7378 5.2848 -0.608
N 0.8260 -0.1167 -1.7547 -1.0734 1.5723 1.6201 -0.569
N -0.0444 0.2150 -0.6086 -0.0256 -0.0334 1.3711 0.477
H -1.8459 -1.8863 1.2571 -0.6517 -0.3043 0.2311 0.297
H -0.9590 -0.2775 1.8715 -0.3553 -0.2478 0.6237 0.274
H 0.5514 0.3359 1.4605 1.1152 0.0237 -1.1596 0.152
H 1.6593 1.1050 0.1078 0.1157 -0.0855 0.6162 0.292
H 0.1587 1.7866 0.7180 -0.8636 1.9455 0.1488 0.332
H 0.7273 0.6899 -2.4237 -0.2711 -1.8933 0.4343 0.251
H 0.5025 -1.0437 -1.9914 -0.0700 0.1709 -1.0026 0.285


Record 3
12
Properties=species:S:1:pos:R:3:forces:R:3:mulliken_charge:R:1 method="wB97M-V/def2-TZVPD" e_tot_ha=-244.6650 e_above_lowest_kcal_mol=6.5 homo_lumo_gap_ev=9.76 smiles="[H]/N=C(/N)NC" e_homo_ev=-8.86 charge=0 lumo_energy_ev=0.9
C 1.5102 -0.1032 -0.4247 0.0561 -0.2271 -0.3319 -0.799
N 0.4450 0.2349 0.5016 1.3787 0.9176 0.6721 -0.318
C -0.8788 0.2163 0.1397 -0.5542 1.2223 1.8968 0.597
N -1.2220 -0.9330 -0.4651 0.3329 -2.1040 -0.5399 -0.530
N -1.7673 1.0439 0.5495 0.2186 0.2060 -0.1368 -0.757
H 0.6872 1.0523 1.0505 -0.2335 -0.1724 -0.1618 0.246
H -2.2270 -1.0648 -0.4147 0.3088 -0.2907 -0.0602 0.284
H -0.6296 -1.6694 -0.0209 -1.2534 0.3950 -0.9133 0.233
H -1.3205 1.8019 1.0656 -0.1668 0.0845 -0.2975 0.180
H 2.4793 0.1166 0.0326 -0.2356 -0.0705 0.0340 0.351
H 1.4885 -1.1704 -0.6635 0.0718 0.1672 -0.0767 0.230
H 1.4350 0.4750 -1.3506 0.0766 -0.1279 -0.0848 0.281


Record 4
12
Properties=species:S:1:pos:R:3:forces:R:3:mulliken_charge:R:1 method="wB97M-V/def2-TZVPD" e_tot_ha=-244.5755 e_above_lowest_kcal_mol=62.7 homo_lumo_gap_ev=9.55 e_homo_ev=-8.57 charge=0 lumo_energy_ev=1.0
C 2.4663 -0.2087 0.5805 1.1781 -1.3464 -0.1682 -0.230
N 1.5668 -1.0529 0.8424 -1.8800 1.2785 -0.6216 -0.439
H 2.6004 0.0161 -0.4833 0.3953 -0.0049 0.1614 0.209
H 3.3055 0.0506 1.2588 -0.8833 0.7877 0.0541 0.252
H 1.1854 -1.0657 1.7855 1.1174 -0.6541 0.4603 0.227
N -1.3442 -0.1269 -1.4019 -1.2476 -0.5039 1.1248 -0.490
C -1.9879 0.6391 -0.4257 3.3698 1.6331 -0.4536 0.071
N -1.7361 0.6704 0.8320 -2.7462 -0.7779 0.0755 -0.576
H -1.4616 0.1491 -2.3627 0.1747 -0.0284 0.1601 0.244
H -0.4468 -0.4447 -1.0747 0.0436 -0.5126 -0.2803 0.230
H -2.2552 1.5965 -0.8507 -0.9408 0.3937 -0.3631 0.264
H -1.8925 -0.2230 1.2998 1.4190 -0.2648 -0.1494 0.237


Record 5
12
Properties=species:S:1:pos:R:3:forces:R:3:mulliken_charge:R:1 method="wB97M-V/def2-TZVPD" e_tot_ha=-244.5926 e_above_lowest_kcal_mol=51.9 homo_lumo_gap_ev=10.00 smiles="[H]/N=C/NNC" e_homo_ev=-9.04 charge=0 lumo_energy_ev=1.0
C -1.7241 0.2052 -0.2248 -0.6415 2.2923 0.0518 -0.626
C 1.3322 0.1478 -0.0016 2.5348 1.3192 0.2658 0.149
H -2.8096 0.0548 0.0302 1.1572 -0.2187 -0.0848 0.258
H -1.5274 -0.0585 -1.2649 -0.5953 0.5930 -0.1092 0.309
H -1.5408 1.3873 -0.0348 -0.1431 -2.5299 -0.5934 0.198
H -0.5567 -0.3412 1.3812 -0.2530 -0.2520 -0.1130 0.267
H 0.7522 -1.6329 -0.5618 0.3809 -2.3128 -0.2067 0.202
H 0.7938 1.1567 0.2191 1.4643 -1.4173 0.0608 0.186
H 3.0489 0.6760 0.3351 0.9243 0.6113 -0.2333 0.244
N -0.8101 -0.6824 0.4556 0.8605 -0.3317 0.0199 -0.425
N 0.4224 -0.7698 -0.2838 -2.6348 1.3209 0.4498 -0.071
N 2.6191 -0.1429 -0.0496 -3.0544 0.9257 0.4922 -0.690


Record 6
15
Properties=species:S:1:pos:R:3:forces:R:3:mulliken_charge:R:1 method="wB97M-V/def2-TZVPD" e_tot_ha=-793.0794 e_above_lowest_kcal_mol=121.5 homo_lumo_gap_ev=8.89 e_homo_ev=-8.97 charge=0 lumo_energy_ev=-0.1
C -1.2468 1.0205 2.1856 -1.5308 0.5901 2.1455 -0.508
C 0.3334 0.2102 -0.5602 -0.5257 -4.5262 -0.7091 0.469
H -2.3178 0.5339 2.6342 3.4655 0.6386 -1.2483 0.230
H -0.5995 1.4426 3.0249 -1.3713 -0.4060 -0.7857 0.231
H -1.6745 1.9542 1.6065 1.4768 -2.2637 0.2124 0.277
H -0.3632 -1.6481 0.2702 0.0075 1.4923 -2.3692 0.269
H -0.1824 -2.1044 -2.1222 0.4584 -1.1770 -1.4890 0.345
H 1.3604 1.4891 -1.3633 0.2262 0.0732 -1.2184 0.392
H 2.3292 -1.4416 -1.0493 -0.1979 2.4117 -3.2278 0.172
N 0.3336 0.7682 0.5792 1.5291 2.4503 -1.3697 -0.599
N -0.0375 -1.1619 -0.6400 -0.0442 0.7298 1.8558 -0.185
N 0.9050 0.6724 -1.8073 0.6768 0.8444 2.7906 -0.352
O -0.2854 0.0471 1.5636 -2.9492 0.9141 0.5377 -0.214
O -0.7348 -1.4047 -1.8332 -0.6103 -0.0794 1.2271 -0.365
S 2.1801 -0.3776 -2.4885 -0.6110 -1.6922 3.6479 -0.163


Record 7
16
Properties=species:S:1:pos:R:3:forces:R:3:mulliken_charge:R:1 method="wB97M-V/def2-TZVPD" e_tot_ha=-868.4440 e_above_lowest_kcal_mol=82.6 homo_lumo_gap_ev=9.60 e_homo_ev=-9.38 charge=0 lumo_energy_ev=0.2
C -1.8367 1.9423 1.0681 0.6745 -1.8805 -1.4997 0.566
C 1.9015 1.4064 0.1255 -1.2505 0.1190 0.5576 -0.772
N -1.2148 -3.0021 0.0691 0.6341 0.4290 1.5711 -0.641
N -1.3814 0.9331 0.5843 -0.2048 0.2773 1.8896 -0.471
N -0.6899 0.5716 -0.5018 -0.0409 0.1623 -1.0544 -0.242
O -2.4425 2.7527 1.6121 -0.8797 1.6840 1.1528 -0.417
O 1.1706 -1.2567 -0.1079 0.3615 0.3801 1.5043 -0.659
O 0.9523 -0.0238 -2.0322 -0.2011 0.8892 -2.0316 -0.514
S 0.7393 0.0513 -0.4830 1.0282 0.7037 -1.9057 1.223
H -1.3325 -3.9156 0.5682 0.5182 1.1374 -0.5341 0.228
H 2.0956 2.2830 -0.5707 -0.8384 -1.3832 0.5495 0.292
H 1.2181 1.7078 0.9823 1.2507 0.1670 -0.7168 0.241
H 2.8750 1.0569 0.4929 -0.5580 -0.3386 -0.0871 0.331
H -0.3255 -2.4917 0.4227 -2.1002 -1.4842 -0.6953 0.231
H 0.2919 0.4311 -2.6398 0.8805 -0.5837 1.6485 0.391
H -2.0209 -2.4461 0.4102 0.7261 -0.2788 -0.3487 0.212


Record 8
14
Properties=species:S:1:pos:R:3:forces:R:3:mulliken_charge:R:1 method="wB97M-V/def2-TZVPD" e_tot_ha=-717.9734 e_above_lowest_kcal_mol=64.3 homo_lumo_gap_ev=8.82 smiles="CONC(=S)NN" e_homo_ev=-8.24 charge=0 lumo_energy_ev=0.6
C -2.6197 -0.7675 0.2533 0.0697 -0.3509 2.7584 -0.468
C 0.6758 0.0063 0.0546 2.1269 0.9138 -0.8212 0.341
H -2.2943 -1.7100 0.8647 -1.5466 1.4246 -1.0035 0.261
H -3.5635 -0.7813 -0.2938 0.4143 -0.7107 -0.3298 0.269
H -2.8144 0.0725 1.0211 0.8479 -0.9371 -0.9779 0.189
H -0.1076 -1.6878 0.0341 0.3616 -2.0193 -0.0725 0.228
H 1.6204 1.7770 -0.0424 -2.3979 -0.8706 0.1563 0.204
H -1.1684 1.8885 0.8725 2.3446 0.4936 -2.0549 0.262
H -1.0232 2.1089 -0.7976 0.3596 -0.1583 0.1449 0.286
N -0.3944 -0.7590 0.0927 -0.4192 -0.3309 1.3177 -0.169
N 0.6415 1.3279 -0.0173 1.8525 1.3418 -0.0572 0.047
N -0.4591 2.1424 0.0527 -3.0011 0.2458 1.8867 -0.736
O -1.5232 -0.5552 -0.6060 -1.6561 1.4439 -1.2785 -0.215
S 2.1677 -0.7274 0.0278 0.6440 -0.4857 0.3314 -0.498


Look up the charge of the fifth one. 0